Formula: H3N3O4
Source: the Open Molecules 2025 dataset
Level of theory: ωB97M-V/def2-TZVPD

```
10
Properties=species:S:1:pos:R:3:forces:R:3:lowdin_charge:R:1
N -0.132234 -1.667010 0.183055 0.4780 3.6671 -0.4537 0.1650
N -0.605263 0.177025 -0.066249 -0.0479 -6.9415 -0.3990 -0.0418
N -0.008338 0.271275 -1.356427 0.9750 2.2947 0.1165 -0.4340
O -0.200020 -0.645087 -2.067329 -0.3577 -1.0626 -1.0854 0.1034
O 0.531717 1.320104 -1.592641 0.3170 0.4083 -0.1383 0.1090
O 0.952226 1.136685 1.446261 0.6791 1.0306 -0.1563 -0.0118
O -0.416609 0.958025 0.857770 -0.3166 3.0141 2.1093 -0.0734
H -0.080878 -1.740737 1.190039 -0.6063 0.1356 0.4148 0.0340
H -1.010480 -1.949967 -0.195046 -0.8264 -0.6274 0.1540 0.0179
H 0.969878 2.139688 1.600567 -0.2941 -1.9189 -0.5619 0.1318
```
Positions in Å, forces in eV/Å.


Formula: H3N4
Source: the Open Molecules 2025 dataset
Level of theory: ωB97M-V/def2-TZVPD

Computed properties:
- Total charge: +1
- SMILES: N#[N+]NN

```
7
Properties=species:S:1:pos:R:3:forces:R:3:lowdin_charge:R:1
N -2.378397 0.289084 0.023639 1.9275 -0.2846 -0.1422 0.4114
N -1.290138 0.022616 -0.015748 -4.1946 2.1024 -0.3115 -0.0135
N -0.116192 -0.378795 0.064878 1.0954 -3.6652 0.9713 -0.0366
N 0.955656 0.442742 -0.150235 0.7238 2.6781 1.4901 0.0859
H -0.210366 -1.464316 0.093645 1.4865 2.0928 0.2040 0.2631
H 1.672409 -0.014960 -0.650840 0.6266 -0.5525 -0.7747 0.0966
H 1.367031 1.103630 0.634664 -1.6652 -2.3710 -1.4369 0.1931
```
Positions in Å, forces in eV/Å.


Results for orbital gap: 10.0 10.0 (in eV, following the order of the records).
Results for molecular weight: 109.0 59.1 (in g mol⁻¹, following the order of the records).
Results for energy: -466.6597 -220.4037 (in a.u., following the order of the records).